DFT (ωB97M-V/def2-TZVPD) results for a single CH5N3O2S molecule.

Summary:
HOMO-LUMO gap = 8.97 eV
Relative energy (zero: lowest compared OMol25 entry of this formula, charge and spin) = 305.4 kJ/mol
LUMO level = 0.06 eV
DFT total energy = -753.92119 hartree

Last column: natural (NBO) charge in e.
Geometry (Å):
1 C -1.21871 -0.83984 0.40246  0.28
2 N -2.43357 -0.70650 0.01911  -0.70
3 N -0.14660 0.02358 0.40839  -0.49
4 N -0.48549 1.38055 0.14431  -0.65
5 O 2.06790 1.27728 -0.06453  -0.86
6 O 2.08843 -1.12526 -0.79750  -0.92
7 S 1.87333 -0.07127 0.44733  1.60
8 H 2.29733 -2.07481 -0.72153  0.53
9 H -0.81970 -1.74138 0.71131  0.14
10 H -2.69179 0.13801 -0.42217  0.35
11 H -0.13569 2.10530 0.69872  0.37
12 H -0.39544 1.63434 -0.82590  0.35

DFT (ωB97M-V/def2-TZVPD) results for a molecular structure, C33H25ClHfN9O4S.

Summary:
HOMO-LUMO gap = 7.10 eV
Net charge = +1
Relative energy (zero: lowest compared OMol25 entry of this formula, charge and spin) = 121.3 kJ/mol
LUMO level = -3.21 eV
DFT total energy = -2972.74761 hartree

Last column: Löwdin charge in e.
Geometry (Å):
1 Hf -0.11386 -0.70028 0.08866  1.69
2 O -1.39206 -4.31193 -1.49887  0.09
3 C -1.37148 -3.20284 -0.98820  -0.48
4 N -0.56571 -2.69476 -0.05343  -0.08
5 C 0.33205 -3.39810 0.75580  -0.22
6 C 0.88297 -4.64780 0.51445  -0.02
7 C 1.74492 -5.19428 1.45544  -0.07
8 C 2.03836 -4.51284 2.62574  -0.07
9 C 1.47978 -3.26777 2.88907  0.01
10 C 0.62499 -2.69318 1.95733  -0.20
11 N -0.04356 -1.46425 2.04044  -0.04
12 C -0.05902 -0.65339 3.10233  -0.47
13 O 0.41655 -0.79061 4.21810  0.09
14 C -0.84066 0.60896 2.75614  -0.17
15 C -1.30573 1.45342 3.76212  0.02
16 C -1.97665 2.61193 3.41200  -0.02
17 C -2.10129 2.92365 2.06302  -0.02
18 C -1.60616 2.03740 1.12444  -0.11
19 N -1.02460 0.88105 1.45492  0.01
20 C -2.40871 -2.15938 -1.34624  -0.18
21 C -3.50864 -2.56095 -2.09526  0.03
22 C -4.52342 -1.65666 -2.34574  -0.01
23 C -4.38610 -0.37081 -1.84077  -0.03
24 C -3.24852 -0.04840 -1.11830  -0.12
25 N -2.26435 -0.91322 -0.85679  0.02
26 H 0.61801 -5.18017 -0.38715  0.11
27 H 2.17085 -6.16898 1.27050  0.11
28 H 2.69959 -4.96525 3.35059  0.11
29 H 1.68745 -2.75453 3.81346  0.11
30 H -1.14405 1.17427 4.79135  0.13
31 H -2.38663 3.26658 4.16756  0.12
32 H -2.58241 3.83465 1.74031  0.12
33 H -1.66372 2.26227 0.06420  0.10
34 H -3.52220 -3.58167 -2.44748  0.13
35 H -5.39102 -1.94630 -2.91799  0.12
36 H -5.15298 0.37104 -2.00217  0.11
37 H -3.12659 0.95818 -0.74572  0.09
38 N 1.36584 5.69872 3.23153  0.13
39 C 1.77237 4.58127 2.57566  -0.31
40 C 1.59137 3.30741 3.13939  -0.01
41 C 1.84138 2.17186 2.39821  -0.06
42 C 2.29918 2.28870 1.09475  -0.28
43 C 2.58255 3.53691 0.55419  -0.06
44 C 2.33328 4.67344 1.29118  -0.01
45 S 2.21609 0.91620 -0.00734  0.69
46 O 1.95798 -0.33333 0.74978  -0.37
47 O 3.26802 0.84022 -0.96516  -0.23
48 N 0.73529 1.05813 -0.65477  -0.25
49 C 0.35566 1.71957 -1.75641  -0.47
50 N 1.06719 2.71563 -2.27692  0.16
51 C 0.55721 3.31706 -3.33682  -0.10
52 C -0.67435 2.96811 -3.88071  -0.03
53 C -1.33839 1.91972 -3.26404  -0.12
54 N -0.84027 1.28207 -2.21493  0.09
55 H 1.13127 5.63804 4.20752  0.11
56 H 1.65954 6.59769 2.88881  0.11
57 H 1.25433 3.21881 4.16217  0.12
58 H 1.70631 1.19475 2.83513  0.11
59 H 2.99746 3.58312 -0.44007  0.11
60 H 2.56432 5.64696 0.88434  0.12
61 H 1.16154 4.11163 -3.75317  0.12
62 H -1.09275 3.48257 -4.72891  0.10
63 H -2.30549 1.57249 -3.61279  0.12
64 Cl -0.67678 -3.03089 -5.16444  0.74
65 C 0.37286 -2.79503 -3.83348  -0.64
66 C 1.41468 -3.67923 -3.56397  -0.04
67 C 2.21163 -3.42908 -2.46042  -0.01
68 C 1.92757 -2.34220 -1.64557  -0.11
69 N 0.90442 -1.51188 -1.88360  -0.02
70 C 0.16557 -1.72079 -2.97616  -0.16
71 H 1.58710 -4.53201 -4.20139  0.12
72 H 3.03709 -4.08301 -2.21972  0.13
73 H 2.53159 -2.12008 -0.77208  0.12
74 H -0.62807 -1.00861 -3.17362  0.10